# 1
This record from the OMol25 dataset describes a gas-phase ion, C2H11N4 (charge +1). The level of theory is ωB97M-V/def2-TZVPD.

Computed properties:
Net charge: +1
Relative energy (zero: lowest compared OMol25 entry of this formula, charge and spin): 46.98 kcal per mole
SMILES: NC(N)[C@H](N)[NH3+]
Spin multiplicity: 1
HOMO level: -13.28 eV
LUMO: -3.090 eV
HOMO-LUMO gap: 10.188 eV
Strongest force on any atom: 0.0896 Eh/bohr

Last column: Löwdin charge in e.
Geometry (Å):
N (1.65, -0.59, 0.24)  0.17
N (1.08, 1.68, 0.52)  0.06
N (-0.64, -1.41, -0.70)  0.05
N (-1.87, 0.62, -0.09)  0.05
C (-0.63, 0.01, -0.49)  -0.47
C (0.44, 0.40, 0.58)  -0.27
H (-2.31, 1.40, -0.66)  0.12
H (2.48, 0.00, 0.15)  0.14
H (1.68, -1.12, 1.11)  0.14
H (-1.12, -1.96, 0.01)  0.11
H (1.54, -1.26, -0.59)  0.18
H (0.35, 0.04, 1.67)  0.18
H (-2.52, -0.10, 0.23)  0.09
H (0.69, 2.47, 1.18)  0.16
H (-0.36, 0.49, -1.42)  0.15
H (1.11, 2.14, -0.34)  0.05
H (-0.95, -1.55, -1.65)  0.10



# 2
This record from the OMol25 dataset describes a molecular structure, C2H11N4O. The level of theory is ωB97M-V/def2-TZVPD.

Computed properties:
Net charge: +1
Relative energy (zero: lowest compared OMol25 entry of this formula, charge and spin): 44.88 kcal per mole
Spin multiplicity: 3
HOMO level (alpha / beta): -8.62 / -14.60 eV
LUMO (alpha / beta): -3.300 / -7.366 eV
HOMO-LUMO gap (alpha / beta): 5.325 / 7.233 eV
Strongest force on any atom: 0.1224 Eh/bohr
Expectation value of S²: 2.0063

Last column: Löwdin charge in e.
Geometry (Å):
O (-0.58, -1.73, 0.36)  0.04
N (1.25, 1.29, 0.51)  0.21
N (-1.09, -0.12, -1.51)  0.10
N (0.92, -0.03, 0.09)  -0.17
N (1.88, -0.84, -0.38)  0.19
C (-0.37, -0.37, 0.29)  -0.58
C (-1.30, 0.54, 1.07)  -0.02
H (-0.72, -0.96, -2.01)  0.10
H (2.58, -0.87, 0.32)  0.12
H (2.19, -0.76, -1.34)  0.14
H (-0.57, 0.74, -1.92)  0.13
H (-2.18, 0.65, 0.37)  0.09
H (-0.97, -1.92, 1.22)  0.11
H (1.50, 1.40, 1.48)  0.13
H (-0.84, 1.53, 1.26)  0.07
H (1.92, 1.64, -0.15)  0.12
H (-1.51, 0.03, 2.06)  0.11
H (-2.11, -0.22, -1.71)  0.11



Q: Number 2 is which compound?
A: C2H11N4O



Q: What is the spin multiplicity in the first record?
A: 1